C36H32F5MnN3O9S2 as an isolated structure, computed with ωB97M-V/def2-TZVPD.

```
88
C36H32F5MnN3O9S2 | the Open Molecules 2025 dataset | ωB97M-V/def2-TZVPD
Mn 0.12 -0.44 -0.82
C -4.51 -0.42 2.79
C -3.78 -1.39 3.74
C -2.98 -0.58 4.77
C -4.84 -2.21 4.49
C -2.81 -2.28 2.97
C -2.60 -3.62 3.35
C -1.72 -4.45 2.68
C -1.01 -3.92 1.60
S 0.09 -4.72 0.52
C 0.25 -3.24 -0.35
N -0.43 -2.23 0.12
C -1.19 -2.59 1.22
C -2.09 -1.77 1.90
C 1.07 -3.04 -1.54
C 1.77 -4.04 -2.19
C 2.50 -3.73 -3.33
C 2.51 -2.42 -3.81
C 1.81 -1.42 -3.15
C 1.09 -1.73 -2.02
H -5.29 0.11 3.34
H -4.98 -0.96 1.97
H -3.83 0.32 2.37
H -3.64 0.07 5.34
H -2.23 0.04 4.27
H -2.46 -1.24 5.46
H -5.54 -1.53 4.98
H -4.40 -2.83 5.26
H -5.40 -2.85 3.80
H -3.15 -4.03 4.18
H -1.60 -5.48 2.98
H -2.24 -0.77 1.54
H 1.75 -5.06 -1.82
H 3.05 -4.50 -3.85
H 3.08 -2.18 -4.69
H 1.86 -0.40 -3.53
O -2.90 -0.33 -3.40
C -1.85 -0.04 -2.89
O -1.44 -0.58 -1.77
C -0.95 0.98 -3.54
C -1.33 1.45 -4.79
C -0.57 2.41 -5.42
C 0.55 2.96 -4.83
C 0.91 2.52 -3.57
C 0.21 1.48 -2.90
O 0.68 1.01 -1.79
N 2.06 3.17 -2.94
O 2.04 3.31 -1.74
O 2.98 3.50 -3.67
N -0.97 2.88 -6.75
O -0.32 3.79 -7.24
O -1.93 2.36 -7.27
H -2.22 1.05 -5.24
H 1.13 3.73 -5.32
F 6.64 -2.64 0.06
C 5.42 -2.10 0.12
C 4.49 -2.56 1.05
F 4.82 -3.55 1.88
C 3.23 -2.01 1.09
F 2.35 -2.48 1.99
C 2.83 -0.97 0.23
O 1.62 -0.47 0.33
C 3.80 -0.52 -0.68
F 3.50 0.49 -1.50
C 5.06 -1.08 -0.74
F 5.94 -0.62 -1.63
C -2.10 4.85 0.24
C -1.05 3.78 0.50
C -1.32 3.08 1.83
S -0.67 1.39 1.96
O -0.72 0.89 0.54
C 1.07 1.65 2.37
C 1.89 2.44 1.37
C 3.38 2.23 1.60
H -1.87 5.40 -0.68
H -2.15 5.57 1.05
H -3.09 4.41 0.12
H -0.06 4.22 0.49
H -1.07 3.03 -0.30
H -2.39 2.95 1.97
H -0.93 3.63 2.69
H 1.45 0.62 2.44
H 1.06 2.07 3.37
H 1.65 3.51 1.46
H 1.63 2.13 0.36
H 3.68 2.55 2.60
H 3.96 2.80 0.87
H 3.64 1.18 1.49
```

Energy above the lowest of the compared OMol25 structures with the same formula, charge and spin ... 0.0 kJ/mol
⟨S²⟩ ... 3.9197
2S+1 ... 4
Highest occupied orbital energy (alpha / beta) ... -8.757 / -8.822 eV

These are the Löwdin partial charges, in e, on atoms 1 to 6: 0.958 -0.044 -0.551 -0.037 -0.063 -0.150

***

C36H32FP2Tl as an isolated structure, computed with ωB97M-V/def2-TZVPD.

```
72
C36H32FP2Tl | the Open Molecules 2025 dataset | ωB97M-V/def2-TZVPD
C 0.51 -1.10 -4.05
C -0.48 -1.64 -3.23
C -1.79 -1.68 -3.76
C -2.03 -1.48 -5.12
C -0.98 -1.21 -5.99
C 0.28 -1.02 -5.42
P -0.05 -2.25 -1.56
C -1.38 -3.38 -1.08
C -2.50 -2.95 -0.36
C -3.56 -3.81 -0.07
C -3.48 -5.16 -0.39
C -2.34 -5.62 -1.06
C -1.31 -4.74 -1.43
Tl -0.49 0.13 -0.26
P 0.06 2.27 -1.69
C -1.35 2.04 -2.90
C -1.20 2.24 -4.29
C -2.33 2.23 -5.09
C -3.58 1.90 -4.58
C -3.68 1.54 -3.25
C -2.59 1.58 -2.42
C -0.30 3.55 -0.39
C 0.57 3.62 0.73
C 0.43 4.68 1.65
C -0.59 5.60 1.52
C -1.45 5.50 0.46
C -1.33 4.50 -0.51
C 1.76 2.36 -2.43
C 2.77 1.39 -2.20
C 4.00 1.51 -2.83
C 4.27 2.56 -3.70
C 3.29 3.53 -3.89
C 2.05 3.46 -3.26
C 1.62 -2.96 -1.52
C 2.14 -3.77 -2.55
C 3.39 -4.39 -2.41
C 4.18 -4.20 -1.28
C 3.70 -3.35 -0.28
C 2.46 -2.73 -0.40
H 1.38 2.89 0.85
H 1.13 4.76 2.48
H -0.73 6.37 2.29
H -2.27 6.20 0.38
H -1.96 4.50 -1.39
H -0.20 2.41 -4.71
H -2.22 2.44 -6.13
H -4.44 1.87 -5.23
H -4.63 1.21 -2.86
H -2.68 1.25 -1.37
H 2.58 0.56 -1.51
H 4.78 0.79 -2.63
H 5.22 2.65 -4.20
H 3.49 4.38 -4.53
H 1.28 4.23 -3.41
H 1.57 -3.90 -3.47
H 3.76 -5.03 -3.21
H 5.16 -4.68 -1.19
H 4.34 -3.18 0.59
H 2.15 -2.01 0.36
H -2.53 -1.92 0.01
H -4.45 -3.45 0.42
H -4.26 -5.87 -0.10
H -2.24 -6.68 -1.30
H -0.44 -5.13 -1.96
H -2.61 -1.95 -3.10
H -3.06 -1.54 -5.49
H -1.18 -1.06 -7.06
H 1.20 -0.78 -5.93
H 1.51 -0.83 -3.72
H 0.40 1.41 -6.62
H 0.84 1.10 -6.07
F 1.55 0.30 0.53
```

Charge ... +2
Highest occupied orbital energy (alpha / beta) ... -14.069 / -14.068 eV

These are the Löwdin partial charges, in e, on atoms 1 to 6: -0.102 -0.360 -0.063 -0.054 -0.042 -0.120

***

C36H33AlAsN5O2S as an isolated structure, computed with ωB97M-V/def2-TZVPD.

```
79
C36H33AlAsN5O2S | the Open Molecules 2025 dataset | ωB97M-V/def2-TZVPD
Al 1.59 -0.69 -0.81
N 5.03 0.42 1.50
C 3.90 -0.02 0.97
S 3.51 0.50 -0.66
N 3.14 -0.82 1.67
N 2.08 -1.31 1.04
C 1.31 -2.21 1.59
C 1.44 -2.72 2.95
C 1.60 -1.83 4.01
C 1.67 -2.31 5.31
C 1.62 -3.67 5.56
C 1.51 -4.56 4.50
C 1.41 -4.10 3.21
C 0.34 -2.75 0.65
C -0.69 -3.61 1.03
C -1.49 -4.17 0.05
C -1.23 -3.86 -1.28
C -0.23 -2.95 -1.58
N 0.52 -2.38 -0.64
H 5.66 0.99 0.97
H 5.30 0.09 2.42
H 1.64 -0.77 3.82
H 1.76 -1.61 6.13
H 1.69 -4.04 6.57
H 1.50 -5.63 4.69
H 1.35 -4.79 2.38
H -0.86 -3.82 2.08
H -2.29 -4.83 0.31
H -1.79 -4.32 -2.07
H -0.01 -2.66 -2.60
O 1.22 -0.76 -4.65
C 1.12 -0.01 -3.71
O 1.22 -0.32 -2.46
C 0.82 1.48 -3.98
N 0.35 1.63 -5.38
C 0.65 3.04 -5.75
C 2.04 3.25 -5.17
C 2.09 2.35 -3.92
H 0.06 1.84 -3.28
H -0.63 1.38 -5.51
H 0.91 0.95 -5.93
H -0.09 3.68 -5.26
H 0.59 3.20 -6.82
H 2.20 4.30 -4.92
H 2.79 2.95 -5.90
H 2.12 2.93 -3.00
H 2.99 1.72 -3.94
C -2.13 5.18 -0.67
C -1.37 4.93 0.46
C -0.75 3.71 0.62
C -0.94 2.70 -0.31
C -1.71 2.94 -1.44
C -2.28 4.19 -1.63
As -0.25 0.88 0.06
C -1.82 -0.20 -0.26
C -2.32 -0.65 -1.46
C -3.48 -1.43 -1.49
C -4.10 -1.76 -0.30
C -3.58 -1.35 0.92
C -2.44 -0.56 0.95
C -1.79 -0.03 2.16
C -2.24 -0.21 3.47
C -1.57 0.41 4.51
C -0.45 1.18 4.27
C 0.03 1.33 2.98
C -0.65 0.74 1.93
H -2.60 6.14 -0.80
H -1.27 5.68 1.23
H -0.12 3.53 1.49
H -1.89 2.14 -2.15
H -2.87 4.38 -2.51
H -1.82 -0.41 -2.39
H -3.88 -1.77 -2.43
H -5.01 -2.33 -0.32
H -4.07 -1.63 1.83
H -3.12 -0.79 3.67
H -1.93 0.28 5.52
H 0.05 1.67 5.10
H 0.93 1.91 2.80
```

Charge ... +2
Highest occupied orbital energy ... -12.946 eV

These are the Löwdin partial charges, in e, on atoms 1 to 6: -0.117 0.126 -0.774 0.805 0.047 -0.036

***

C36H33As2F2MnO6S as an isolated structure, computed with ωB97M-V/def2-TZVPD.

```
81
C36H33As2F2MnO6S | the Open Molecules 2025 dataset | ωB97M-V/def2-TZVPD
Mn -0.40 0.03 -2.28
C 1.66 -0.86 2.53
C 1.90 -2.11 1.70
As 1.55 -1.75 -0.25
C 2.45 -3.36 -0.92
C 3.52 -3.31 -1.80
C 4.04 -4.47 -2.36
C 3.47 -5.70 -2.05
C 2.39 -5.76 -1.18
C 1.88 -4.60 -0.63
C 2.98 -0.46 -0.53
C 2.69 0.68 -1.27
C 3.66 1.63 -1.53
C 4.94 1.45 -1.04
C 5.25 0.32 -0.29
C 4.27 -0.62 -0.04
As 0.31 0.29 1.61
C -1.15 -1.01 1.71
C -1.86 -1.31 0.56
C -2.88 -2.24 0.58
C -3.19 -2.91 1.76
C -2.46 -2.64 2.91
C -1.46 -1.69 2.88
C -0.13 1.43 3.17
C 0.78 2.47 3.39
C 0.56 3.41 4.38
C -0.58 3.33 5.17
C -1.49 2.31 4.96
C -1.27 1.38 3.95
H 2.58 -0.26 2.59
H 1.38 -1.10 3.56
H 1.18 -2.89 1.99
H 2.90 -2.53 1.87
H 3.95 -2.35 -2.07
H 4.87 -4.42 -3.05
H 3.86 -6.60 -2.50
H 1.94 -6.71 -0.96
H 1.02 -4.64 0.03
H 1.66 0.81 -1.66
H 3.42 2.51 -2.11
H 5.71 2.18 -1.24
H 6.25 0.18 0.09
H 4.52 -1.51 0.53
H -1.59 -0.83 -0.39
H -3.44 -2.46 -0.32
H -3.99 -3.63 1.79
H -2.68 -3.18 3.82
H -0.90 -1.49 3.79
H 1.65 2.53 2.75
H 1.27 4.21 4.54
H -0.77 4.07 5.93
H -2.37 2.24 5.57
H -2.01 0.60 3.78
O -3.44 3.24 -6.73
C -2.86 2.68 -5.81
C -1.42 2.21 -5.83
O -0.61 2.42 -6.72
C -1.22 1.51 -4.56
C -2.42 1.55 -3.80
O -2.47 0.99 -2.64
C -3.42 2.38 -4.45
O -4.48 2.79 -3.97
O -0.16 0.97 -4.10
F 0.95 -1.83 -3.08
C -0.45 -2.06 -2.75
F -1.04 -2.18 -4.00
H -0.44 -3.09 -2.34
O -0.83 1.56 -0.63
S -1.91 2.56 -0.97
C -1.68 3.73 0.49
C -3.00 3.79 1.23
C -3.52 2.36 1.20
C -3.47 1.93 -0.25
H -1.35 4.70 0.12
H -0.89 3.28 1.09
H -3.69 4.44 0.70
H -2.88 4.16 2.25
H -4.53 2.27 1.61
H -2.86 1.72 1.79
H -4.26 2.38 -0.86
H -3.48 0.86 -0.40
```

Energy above the lowest of the compared OMol25 structures with the same formula, charge and spin ... 137.6 kJ/mol
Charge ... -1
⟨S²⟩ ... 8.7588
2S+1 ... 6
Highest occupied orbital energy (alpha / beta) ... -4.193 / -4.298 eV

These are the Löwdin partial charges, in e, on atoms 1 to 6: 0.852 -0.435 -0.426 1.286 -0.374 -0.105

***

C36H33AsCl4FeN3O10S3 as an isolated structure, computed with ωB97M-V/def2-TZVPD.

```
91
C36H33AsCl4FeN3O10S3 | the Open Molecules 2025 dataset | ωB97M-V/def2-TZVPD
Fe 0.28 -0.54 -0.94
C 3.74 4.99 1.11
C 3.25 3.60 1.40
C 1.94 3.22 1.10
C 1.48 1.94 1.34
C 2.34 1.01 1.93
C 3.64 1.36 2.25
C 4.09 2.65 1.98
S 1.67 -0.59 2.33
O 0.42 -0.28 2.96
O 2.69 -1.27 3.11
N 1.38 -1.29 0.94
C 2.26 -2.10 0.28
C 3.58 -2.46 0.64
C 4.30 -3.25 -0.23
C 3.73 -3.68 -1.43
C 2.43 -3.29 -1.69
N 1.72 -2.53 -0.87
H 2.94 5.60 0.70
H 4.55 4.98 0.38
H 4.11 5.48 2.01
H 1.26 3.95 0.66
H 0.46 1.67 1.10
H 4.28 0.63 2.72
H 5.11 2.92 2.22
H 4.00 -2.13 1.57
H 5.32 -3.52 0.02
H 4.27 -4.30 -2.14
H 1.93 -3.57 -2.61
Cl -4.63 -4.11 -5.47
C -3.60 -3.45 -4.19
C -4.05 -3.51 -2.86
C -3.28 -3.03 -1.85
Cl -3.88 -3.08 -0.23
C -1.95 -2.47 -2.07
O -1.23 -2.11 -1.12
C -1.59 -2.37 -3.46
C -0.39 -1.70 -3.87
O 0.42 -1.09 -3.18
C -2.41 -2.88 -4.48
H -5.03 -3.93 -2.64
H -0.20 -1.74 -4.97
H -2.07 -2.80 -5.51
C 1.82 1.19 -4.34
As 2.76 0.98 -2.67
C 3.43 2.70 -2.13
C 4.40 0.19 -3.33
O 2.33 -0.07 -1.45
H 2.04 0.29 -4.92
H 2.25 2.08 -4.81
H 0.75 1.32 -4.20
H 3.98 3.11 -2.98
H 4.10 2.50 -1.30
H 2.63 3.37 -1.84
H 4.80 0.74 -4.18
H 4.19 -0.84 -3.62
H 5.13 0.17 -2.51
Cl -5.69 -0.20 3.43
C -4.64 -1.58 3.69
C -5.14 -2.61 4.46
C -4.43 -3.78 4.61
C -3.21 -3.91 3.94
C -2.71 -2.87 3.19
Cl -1.20 -3.08 2.40
C -3.40 -1.64 3.05
N -2.90 -0.62 2.28
C -2.89 0.74 2.67
C -2.75 1.10 4.01
C -2.68 2.44 4.36
C -2.73 3.42 3.38
C -2.87 3.05 2.05
C -2.97 1.72 1.68
C -3.19 1.34 0.25
C -1.99 0.69 -0.42
O -2.00 0.51 -1.66
O -1.03 0.35 0.32
H -6.11 -2.48 4.93
H -4.82 -4.59 5.21
H -2.63 -4.82 4.01
H -2.09 -0.86 1.71
H -2.67 0.33 4.76
H -2.56 2.71 5.41
H -2.65 4.47 3.65
H -2.89 3.80 1.27
H -3.47 2.20 -0.35
H -4.01 0.61 0.17
O 0.57 1.85 -1.73
S -0.21 3.05 -2.10
O 0.58 3.95 -2.93
O -0.87 3.63 -0.95
S -1.67 2.40 -3.43
```

Energy above the lowest of the compared OMol25 structures with the same formula, charge and spin ... 10.5 kJ/mol
Charge ... -2
⟨S²⟩ ... 8.7611
2S+1 ... 6
Highest occupied orbital energy (alpha / beta) ... -2.882 / -2.360 eV

These are the Löwdin partial charges, in e, on atoms 1 to 6: 0.840 -0.065 -0.298 -0.034 -0.034 -0.251

***

C36H33BrF2IN6OPb as an isolated structure, computed with ωB97M-V/def2-TZVPD.

```
81
C36H33BrF2IN6OPb | the Open Molecules 2025 dataset | ωB97M-V/def2-TZVPD
Pb -0.36 0.01 0.50
N 3.75 -2.43 1.32
C 2.70 -2.01 0.58
N 2.58 -0.86 0.03
C 3.58 0.10 0.28
N 3.50 1.30 -0.13
N 2.30 1.65 -0.71
C 2.33 1.94 -1.93
C 1.08 2.33 -2.64
C 1.14 2.67 -3.99
C -0.04 2.93 -4.66
C -1.24 2.84 -3.97
C -1.19 2.50 -2.62
N -0.07 2.26 -1.97
C 4.77 -0.30 1.08
C 5.83 0.56 1.32
C 6.91 0.16 2.08
C 6.94 -1.13 2.61
C 5.89 -2.00 2.38
C 4.81 -1.58 1.60
H 3.66 -3.30 1.83
H 1.91 -2.75 0.44
H 3.25 1.87 -2.52
H 2.10 2.71 -4.49
H -0.03 3.20 -5.71
H -2.19 3.01 -4.46
H -2.10 2.40 -2.04
H 5.78 1.56 0.91
H 7.73 0.84 2.27
H 7.78 -1.46 3.21
H 5.90 -3.01 2.79
C 0.42 -2.47 -3.85
C 0.15 -3.79 -3.52
C -0.21 -4.11 -2.22
C -0.30 -3.10 -1.26
N -0.03 -1.83 -1.60
C 0.32 -1.53 -2.84
C -0.70 -3.33 0.16
C -1.01 -4.64 0.57
C -1.45 -4.89 1.86
C -1.58 -3.84 2.75
C -1.26 -2.55 2.35
C -0.81 -2.25 1.06
H 0.70 -2.18 -4.85
H 0.21 -4.57 -4.27
H -0.44 -5.14 -1.97
H 0.50 -0.48 -3.04
H -0.92 -5.47 -0.11
H -1.69 -5.91 2.16
H -1.94 -4.02 3.76
H -1.36 -1.75 3.07
F 1.49 1.19 2.98
C 0.77 0.01 2.77
F 1.75 -1.01 2.97
H 0.16 -0.11 3.68
Br -5.52 3.66 2.49
C -3.98 3.35 3.58
C -3.85 4.17 4.70
C -2.77 4.00 5.55
C -1.82 3.03 5.26
C -1.97 2.22 4.14
C -3.05 2.36 3.27
I -3.18 1.08 1.53
H -4.60 4.93 4.90
H -2.66 4.64 6.42
H -0.96 2.89 5.91
H -1.22 1.48 3.93
C -3.48 -0.93 -2.62
C -3.96 -0.73 -1.18
C -4.33 -2.09 -0.58
C -5.20 0.17 -1.20
O -2.93 -0.14 -0.45
H -4.20 -1.50 -3.22
H -2.52 -1.47 -2.61
H -3.31 0.04 -3.10
H -5.17 -2.55 -1.11
H -4.60 -1.97 0.47
H -3.48 -2.77 -0.62
H -5.96 -0.22 -1.88
H -4.92 1.17 -1.52
H -5.65 0.24 -0.20
```

Energy above the lowest of the compared OMol25 structures with the same formula, charge and spin ... 58.8 kJ/mol
Charge ... -1
Highest occupied orbital energy ... -3.933 eV

These are the Löwdin partial charges, in e, on atoms 1 to 6: 1.132 0.117 -0.166 0.124 -0.296 0.076

***

What did we get for total energy? Answer: -4679.04094; -2345.43798; -4692.01084; -8063.54317; -8843.33744; -5059.68551 a.u., in the order shown.